Arrangement a

The following is a quantum chemistry calculation of a cluster of 2 separate species, C4H13NOS in total, from OMol25.

```
20
Properties=species:S:1:pos:R:3
S -1.30597 -1.44894 2.73553
O 2.17530 -1.93226 -3.06433
N -0.05632 0.45373 -0.62695
C -0.48085 0.45221 0.84106
C -1.02554 1.23113 -1.37057
C 0.59402 1.08825 1.65917
C -0.62782 -1.16987 1.02075
H -1.47938 0.95601 0.92393
H 1.75987 -2.39542 -3.81994
H -1.30149 2.14455 -0.84300
H -1.88982 0.65871 -1.66214
H -0.24776 -2.09123 3.07826
H 1.94571 -1.09600 -2.99485
H 0.84228 0.96620 -0.63104
H -1.37481 -1.51639 0.31452
H -0.73245 1.63095 -2.29103
H 1.52023 0.45800 1.85948
H 0.35785 -1.68898 0.95562
H 0.36299 1.29308 2.70925
H 0.96397 2.00629 1.20629
```

## Properties
spin multiplicity	2
HOMO (spin up / spin down)	1.22 / -5.55	eV
charge	-1


Arrangement b

The following is a quantum chemistry calculation of a cluster of 2 separate species, C4H13NOS in total, from OMol25.

```
20
Properties=species:S:1:pos:R:3
S -3.19391 0.05502 0.31849
O 2.74133 -1.20184 0.77206
N 0.08425 1.06630 0.04886
C 0.68292 2.17298 -0.65727
C -0.05165 -0.16483 -0.72071
C -1.88679 -1.03929 0.98167
C -0.65536 -1.32419 0.09188
H 3.66926 -1.20513 0.46143
H 0.00884 3.00725 -0.87576
H 2.33919 -0.47432 0.27502
H -0.99049 -2.03993 -0.66154
H -0.61279 0.03148 -1.63172
H 0.14303 -1.79156 0.67065
H 0.92453 -0.55446 -1.04659
H 0.45213 0.82966 0.96050
H 1.60188 2.54652 -0.19653
H -1.58076 -0.62898 1.94398
H -2.40892 0.93858 -0.30584
H -2.31883 -2.01622 1.19324
H 1.05214 1.79299 -1.62182
```

## Properties
spin multiplicity	2
HOMO (spin up / spin down)	0.93 / -5.39	eV
charge	-1


The least stable of them is arrangement a.


Arrangement a

The following is a quantum chemistry calculation of a structure of composition C55H41Cl3GeN6O6S3Y, from OMol25.

```
116
Properties=species:S:1:pos:R:3
Y 0.57880 0.56993 0.19792
Ge 0.27434 3.53876 1.07080
Cl 1.77751 4.37801 2.55052
Cl -1.46284 3.48070 2.59163
Cl -0.33838 5.66748 0.22076
S 5.10626 1.55234 1.42925
S 2.91497 2.18681 -0.43544
S 5.29110 0.77200 -1.36606
O 0.69238 1.19804 2.37201
O -6.63282 5.64090 -2.92744
O 4.24458 2.01917 -8.18841
O 2.41133 -0.30027 1.25625
O -4.61942 -2.08982 7.20581
O 3.61408 -8.15252 -0.62958
N -0.13565 1.55683 -1.79600
N 2.69387 0.11819 2.43301
N 1.45993 -0.77762 -1.48871
N -0.08846 -1.56498 0.89415
N 1.83054 0.89036 2.96413
N -1.72264 0.73452 0.54649
C 4.43506 1.46598 -0.10023
C 1.66311 -2.87721 -0.22800
C 2.21936 0.32826 -5.61590
C 3.24717 -6.83124 -0.47861
C -3.45172 3.30152 -1.56538
C 3.82598 2.54377 -5.92905
C 3.61713 1.68539 -7.00650
C 2.40991 1.18335 -4.53831
C 2.04271 -1.97654 -1.22896
C 3.38812 1.25661 4.76791
C 3.54150 -6.04793 0.62873
C 4.17961 -8.80882 0.47132
C 1.72553 0.89929 -3.25778
C -1.94408 -0.91283 2.35985
C 0.33635 -3.63421 1.76836
C -2.71235 -1.24632 3.57983
C -3.40419 -2.44422 3.72942
C -4.56900 2.68986 -2.11727
C -0.63428 -3.07172 2.52791
C 3.12385 -2.21334 -2.15786
C 0.65058 1.72048 -2.89539
C -2.31912 2.45729 -1.11037
C 2.09501 -0.26562 -2.57841
C 1.45804 2.72646 6.11821
C 0.10315 2.74732 -3.73914
C 2.03831 -4.99111 -1.44073
C -7.79139 5.03805 -3.43502
C 3.15697 -1.14953 -2.99314
C -5.62056 4.81461 -2.47990
C 3.22888 2.29548 -4.71027
C -4.03870 -1.86636 5.97444
C -2.72912 -0.34309 4.64478
C -2.53915 1.70039 0.04522
C 1.15119 2.17159 4.89085
C -2.34130 0.22778 1.64573
C -1.04267 3.16789 -3.15300
C -0.91630 -1.78154 1.95232
C -5.18368 -3.34660 7.46361
C 2.27547 -4.21693 -0.30538
C 0.68925 -2.67121 0.75881
C -3.43675 4.68957 -1.46107
C 3.05942 -4.75037 0.70748
C -1.19110 2.40667 -1.93917
C 3.87067 1.31742 -9.34220
C 2.11918 1.43469 4.22293
C 2.80708 0.57114 -6.84471
C 2.51629 -6.27912 -1.53023
C -4.06709 -2.75391 4.90908
C 2.71339 2.54766 6.67477
C 3.67697 1.81271 5.99838
C -5.64592 3.43079 -2.57700
C -4.50875 5.43550 -1.91110
C -3.71650 1.82023 0.86676
C -3.36719 -0.65334 5.82598
C -3.58559 0.92065 1.86644
H 4.47040 3.39851 -6.07298
H -4.49499 6.51230 -1.84017
H -4.26405 0.72329 2.67343
H -2.21517 0.59968 4.53065
H 3.53643 -8.74476 1.35683
H -3.34498 0.02574 6.66219
H 5.17242 -8.41775 0.72208
H 0.54695 3.07737 -4.65931
H 0.71293 3.31452 6.63238
H 4.16752 0.26402 -9.29630
H -8.48259 5.84972 -3.66454
H 0.77308 -4.60756 1.88135
H 4.26814 -9.85660 0.18108
H -8.25283 4.37044 -2.69784
H 2.94113 2.99083 7.63625
H 2.79000 1.38560 -9.51309
H -2.58242 5.17829 -1.01572
H 0.18725 2.32442 4.43328
H 3.84126 -0.95943 -3.79982
H -6.05500 -3.54068 6.82553
H 2.31469 -6.88372 -2.40174
H -3.43490 -3.14918 2.90722
H 1.44656 -4.57346 -2.24266
H 4.39782 1.79600 -10.16639
H 3.29630 -4.13706 1.56517
H 4.14084 -6.43513 1.43974
H -4.45843 -4.16028 7.33851
H 4.12604 0.70668 4.20718
H -4.59221 1.61180 -2.20404
H 1.58862 -0.54159 -5.49407
H -4.51109 2.52177 0.70989
H 3.39695 2.96536 -3.88236
H 2.63534 -0.12011 -7.65726
H -6.48175 2.90875 -3.02126
H 3.78607 -3.06161 -2.13639
H 4.66597 1.68537 6.42047
H -7.58702 4.47535 -4.35366
H -4.58830 -3.69866 4.97975
H -5.50747 -3.31666 8.50551
H -1.72200 3.92117 -3.50252
H -1.12576 -3.49682 3.38348
```

## Properties
spin multiplicity	2
HOMO (spin up / spin down)	-2.30 / -2.31	eV
charge	-2


Arrangement b

The following is a quantum chemistry calculation of a structure of composition C55H41Cl3GeN6O6S3Y, from OMol25.

```
116
Properties=species:S:1:pos:R:3
Y 0.59846 0.04052 1.59672
Ge 2.95807 -1.34747 -0.47026
Cl 2.14064 0.89129 -0.54097
Cl 5.07600 -0.88530 -1.38718
Cl 2.16199 -2.05340 -2.50589
S -3.31162 -0.62797 0.51719
S -1.80578 1.86384 -0.03892
S -4.68776 1.88853 0.15965
O 9.28944 3.47406 1.38123
O 0.71862 -2.39274 1.00709
O -0.28798 -0.60847 -0.35483
O 4.04215 -7.16155 6.42254
O -1.89312 8.98251 3.45697
O -7.29691 -2.20028 6.06878
N 1.67378 2.16672 2.26326
N -0.02444 -1.35145 3.45045
N 2.68161 -0.50703 2.57786
N -0.47217 -1.85768 -0.66836
N -1.00116 1.30227 3.05083
N 0.00610 -2.80418 0.02979
C 5.42940 1.99424 1.91898
C -2.12551 0.75516 3.59567
C -1.73967 -3.67525 -3.63271
C 0.69792 -2.45190 3.80505
C -5.29658 -0.82761 6.29047
C 1.04591 3.37415 2.26743
C -1.74138 5.58602 2.02699
C -3.18986 9.38006 3.07982
C -0.08231 5.85323 3.72497
C -7.91415 -1.43808 7.07617
C 2.99388 2.42030 2.02517
C 6.26750 1.53033 0.90164
C -0.28441 3.61766 2.63528
C -2.15992 -2.61290 -4.42234
C -3.11848 1.78090 3.82416
C 2.07480 -2.63583 3.64590
C -5.61339 -2.31779 4.43619
C -1.38242 -2.84673 4.55034
C 4.03769 1.48467 2.06735
C -1.56840 -1.08226 -2.66477
C 1.97789 4.41954 1.91490
C -1.28423 -1.55014 3.92128
C 4.40821 -1.93431 3.07949
C -4.06790 -0.45097 5.75828
C 3.18459 3.82917 1.76733
C 8.02046 3.01235 1.63086
C 9.76373 4.50668 2.20837
C 2.94090 -3.72249 5.69832
C -1.54905 7.68013 3.19185
C -3.59425 -0.99141 4.56950
C -3.24363 1.03225 0.27029
C -1.10879 -2.14828 -1.90594
C -0.15091 -3.40050 4.48632
C -2.54483 2.95339 3.48780
C -4.38634 -1.94351 3.92288
C 2.98094 -1.74227 3.07304
C 7.21500 3.46320 2.66493
C -6.07379 -1.76287 5.62459
C -2.16675 6.89386 2.23270
C 3.87372 0.11874 2.34295
C 3.36818 -6.12946 4.42639
C 2.89753 -5.04156 3.71094
C -0.49634 7.15549 3.93410
C -1.21069 -3.45358 -2.37446
C -2.08650 -1.31974 -3.92734
C 4.13411 -7.11260 7.82571
C -0.70657 5.03897 2.77464
C 4.96213 -0.78551 2.62381
C 3.42062 -4.80385 6.42685
C -1.21582 2.64710 3.01006
C 3.61740 -6.02103 5.78964
C 2.65594 -3.82470 4.34176
C 5.93062 2.94583 2.80034
C -2.28912 -0.58033 3.98267
C 7.54877 2.02975 0.76693
H 4.92357 -6.43040 8.15728
H -4.04120 -2.36662 2.98962
H 2.70626 -5.13692 2.64912
H -4.12169 1.61081 4.17371
H 4.37490 -8.12394 8.14714
H -3.29410 9.48594 1.99546
H 6.00756 -0.54525 2.53067
H -2.41787 -0.48525 -4.53220
H -5.62737 -0.38411 7.22080
H 9.86739 4.17648 3.24790
H -6.23771 -3.03121 3.91312
H 2.78109 -2.77406 6.19622
H 5.90166 0.79185 0.19980
H 9.10814 5.38333 2.18203
H 5.30690 3.29231 3.61438
H -7.38919 -1.51196 8.03440
H 8.20762 1.68345 -0.01999
H -1.80716 -4.68801 -4.01183
H 3.18661 -6.80735 8.28111
H -1.48966 -0.08243 -2.26072
H 0.17126 -4.35544 4.86988
H -3.46601 0.28037 6.28286
H -0.01504 7.78431 4.67316
H -2.21985 4.97889 1.26709
H 10.74246 4.77917 1.81810
H -7.98477 -0.38360 6.79066
H -2.98472 3.93340 3.55707
H -0.84454 -4.26537 -1.76468
H 4.11654 4.29075 1.48998
H -3.94321 8.67186 3.43929
H -2.27143 -3.24498 5.01172
H -2.52312 -2.79685 -5.42671
H 3.54168 -7.08551 3.94793
H -3.36122 10.34852 3.54714
H 3.62801 -4.67992 7.48165
H -8.91692 -1.84526 7.19411
H 1.72799 5.45863 1.77639
H 0.72374 5.44132 4.31818
H -2.98101 7.28198 1.63342
H 4.92000 -2.82367 3.41149
H 7.55985 4.20727 3.37114
```

## Properties
spin multiplicity	2
HOMO (spin up / spin down)	-2.23 / -2.24	eV
charge	-2


The least stable of them is arrangement b.


Arrangement a

The following is a quantum chemistry calculation of a structure of composition C2H4Br3PS, from OMol25.

```
11
Properties=species:S:1:pos:R:3
Br -2.53782 -0.25337 -1.80576
Br 2.42475 1.11848 -0.48962
Br -1.15399 -2.34775 1.43808
S -1.24870 2.15300 1.11009
P -0.49265 0.48630 0.53454
C -0.72183 -0.09657 -1.18525
C 1.34180 0.18532 0.81234
H -0.12284 0.37697 -1.90225
H -0.40882 -1.15146 -1.18823
H 1.40949 -0.87101 0.80151
H 1.51059 0.40009 1.87456
```

## Properties
HOMO (spin up / spin down)	-9.68 / -9.68	eV


Arrangement b

The following is a quantum chemistry calculation of a structure of composition C2H4Br3PS, from OMol25.

```
11
Properties=species:S:1:pos:R:3
Br -2.90476 1.98962 -0.44858
Br 2.03890 0.62984 0.27894
Br -2.47520 -2.19013 0.25498
S -1.34970 0.71857 2.58550
P -0.90486 0.01978 0.84327
C -1.47368 0.72558 -0.74607
C 0.69007 -0.80343 0.43587
H -0.71245 1.19361 -1.25504
H 1.19314 -1.49654 1.16063
H -1.87501 -0.06314 -1.43981
H 0.76626 -1.46066 -0.57396
```

## Properties
HOMO	-9.63	eV


The least stable of them is arrangement a.


Arrangement a

The following is a quantum chemistry calculation of a cluster of 2 separate species, CH3IO3P in total, from OMol25.

```
9
Properties=species:S:1:pos:R:3
I -1.02094 2.65393 -1.82922
P -1.37476 1.02128 0.00845
O -2.11254 -0.16215 -0.51195
O 1.17751 0.22667 -0.16450
O -1.83266 1.69803 1.21696
C 1.24903 -1.05775 0.26854
H 1.11927 -1.84721 -0.53305
H 2.26486 -1.29876 0.49111
H 0.53024 -1.23405 1.05365
```

## Properties
HOMO (spin up / spin down)	-4.43 / -4.42	eV
charge	-1


Arrangement b

The following is a quantum chemistry calculation of a cluster of 2 separate species, CH3IO3P in total, from OMol25.

```
9
Properties=species:S:1:pos:R:3
I 2.12887 1.87519 0.42580
P 1.46734 -0.42681 1.01199
O -1.36401 0.13127 0.56014
O 1.86525 -0.79104 2.40409
O 1.44864 -1.32693 -0.12457
C -1.45510 0.09190 -0.81095
H -0.35529 0.18035 -0.98961
H -1.97737 -0.75145 -1.18135
H -1.75832 1.01753 -1.29554
```

## Properties
HOMO (spin up / spin down)	-3.51 / -3.49	eV
charge	-1


The least stable of them is arrangement b.


Arrangement a

The following is a quantum chemistry calculation of a cluster of 2 separate species, C4H6N2O3 in total, from OMol25.

```
15
Properties=species:S:1:pos:R:3
O 1.30610 1.13668 1.46004
O 1.18668 -4.40685 2.02192
O 0.22169 -0.19911 -2.79552
N 0.53372 0.02442 -0.45978
N -1.36981 0.86439 -1.36341
C -0.20273 0.12936 -1.61345
C -1.46870 2.03398 -0.59793
C 0.44389 1.03239 0.57335
C -0.65621 1.96332 0.50704
H 1.21316 -0.76261 -0.23900
H -2.25118 2.86766 -0.83773
H 1.92550 -3.87489 2.04044
H 1.18635 -5.10761 2.66474
H -0.65528 3.05586 1.16844
H -1.41319 1.24301 -2.52915
```

## Properties
HOMO	-9.72	eV
SMILES	O=c1cc[nH]c(=O)[nH]1.O


Arrangement b

The following is a quantum chemistry calculation of a cluster of 2 separate species, C4H6N2O3 in total, from OMol25.

```
15
Properties=species:S:1:pos:R:3
O -2.54420 -0.07122 1.42072
O -0.89014 1.13702 -1.34513
O -3.13350 1.26300 -0.28039
N 2.48143 0.41632 1.26962
N -1.11676 0.30358 -0.42796
C -2.26702 0.51302 0.41954
C 2.67861 0.37201 0.01143
C -0.54735 -0.83499 -0.35096
C 0.29819 -1.81009 -0.48081
H 3.14075 -0.50481 -0.35521
H -0.05844 -2.63419 -1.01214
H 2.20528 1.24512 1.75577
H 1.27474 -1.82621 -0.14249
H 2.47454 1.28943 -0.56269
H -3.99614 1.14199 0.08070
```

## Properties
HOMO (spin up / spin down)	-9.04 / -9.04	eV
SMILES	C=C=[N+]([O-])C(=O)O.C=N


The least stable of them is arrangement b.


Arrangement a

The following is a quantum chemistry calculation of a cluster of 2 separate species, C2H9Cl2N2Si in total, from OMol25.

```
16
Properties=species:S:1:pos:R:3
Cl -3.84126 0.67334 0.97473
Cl -1.27663 -1.52276 0.24171
Si -2.64510 0.28001 -0.60726
N 1.61852 0.19765 -0.03994
N -1.23240 0.95282 -0.94208
C 2.05509 -0.93852 0.72866
C 0.79449 1.07394 0.32186
H 1.69705 -1.87034 0.22932
H 0.28052 1.03619 1.30019
H -3.37964 -0.62034 -1.57183
H -0.47907 -1.68131 -0.67531
H 1.59133 -0.92670 1.66191
H 3.18985 -0.85796 0.95065
H 2.01906 0.31248 -0.99571
H -1.12001 1.83418 -1.26916
H 0.72819 2.05733 -0.30775
```

## Properties
HOMO	-13.10	eV
charge	+1


Arrangement b

The following is a quantum chemistry calculation of a cluster of 3 separate species, C2H9Cl2N2Si in total, from OMol25.

```
16
Properties=species:S:1:pos:R:3
Cl -2.24289 -2.02225 1.98836
Cl 1.09074 -1.08696 2.59613
Si 0.28017 0.67428 2.95762
N -0.03609 0.47757 -1.63172
N 0.03709 1.51195 1.62942
C 0.59954 -0.08734 -0.67586
C -1.43752 0.15996 -1.71090
H 0.56673 1.16314 4.41595
H -2.28376 -3.17158 2.57330
H -1.92966 0.67941 -2.57294
H 1.67863 -0.05369 -0.49485
H -1.84602 0.70287 -0.91754
H -0.47214 2.36622 1.54560
H -1.55212 -0.96112 -1.54364
H 0.32576 1.14369 -2.24379
H 0.06174 -0.90724 -0.16755
```

## Properties
HOMO	-13.55	eV
charge	+1


The least stable of them is arrangement a.